Entry 1:
10
Properties=species:S:1:pos:R:3:forces:R:3 method="wB97M-V/def2-TZVPD" largest_force_ev_per_a=3.737 homo_ev=-9.196 e_above_lowest_kj_mol=112.9 gap_ev=10.01 total_charge=0 smiles="CSNC=O" e_tot_ha=-607.36382
C -1.706769 0.539099 0.092668 -0.99 -0.46 0.28
S -0.732873 -0.957483 -0.314834 0.50 -0.14 -0.08
N 0.864227 -0.838840 0.326287 -0.25 3.07 -2.12
C 1.840456 -0.040302 -0.314204 0.50 -0.53 -0.39
O 3.032084 -0.033762 -0.042456 -1.92 -0.08 -0.11
H -2.655581 0.109859 0.511638 0.60 0.44 -0.66
H -1.337679 1.138162 0.930354 0.42 0.00 -0.46
H -1.922179 1.115717 -0.846405 0.38 -0.41 1.12
H 1.215595 -1.581960 0.838848 0.47 -1.52 1.46
H 1.402720 0.549507 -1.181900 0.28 -0.36 0.96

=====

Entry 2:
9
Properties=species:S:1:pos:R:3:forces:R:3 method="wB97M-V/def2-TZVPD" largest_force_ev_per_a=1.471 homo_ev="-9.802 / -9.801" e_above_lowest_kj_mol=792.7 gap_ev="8.52 / 8.52" total_charge=0 e_tot_ha=-317.23041
N 1.712413 -0.388759 -0.029716 -0.13 -0.14 0.06
C 1.047790 -1.427622 -0.573950 -0.52 -1.17 -0.56
C -0.856151 1.405678 0.122377 -0.18 0.01 0.02
O -1.893874 0.709245 0.230059 -0.22 -0.40 0.06
N -2.726875 -0.132040 0.345820 0.43 0.52 -0.08
N 0.532053 -2.353628 -1.057457 0.56 1.25 0.55
H 2.240972 -0.683778 0.781819 0.02 0.21 -0.03
H 1.101356 0.413328 0.143251 0.11 -0.19 0.00
H -1.157683 2.457574 0.037800 -0.06 -0.09 0.00

=====

Entry 3:
138
Properties=species:S:1:pos:R:3:forces:R:3 method="wB97M-V/def2-TZVPD" largest_force_ev_per_a=5.215 homo_ev=-8.683 e_above_lowest_kj_mol=52.1 gap_ev=8.59 total_charge=0 e_tot_ha=-4516.16992
C 3.586775 1.102783 -0.473472 0.84 0.32 1.13
C 4.493655 1.104251 0.731165 -2.90 0.02 -4.33
N 5.159928 1.084340 1.631510 2.33 -0.04 3.02
H 4.095668 1.520606 -1.342120 0.18 -0.22 0.08
H 2.762269 1.777227 -0.242344 -0.23 -0.28 0.00
H 3.278742 0.073609 -0.657903 -0.12 0.10 -0.05
C 2.743275 0.859194 3.538863 -0.34 -0.26 0.61
C 1.638505 0.316466 4.355475 1.30 0.73 -0.84
N 0.822212 -0.080410 5.044546 -0.91 -0.50 0.56
H 3.188014 0.057744 2.948968 -0.19 0.22 -0.11
H 3.513895 1.246117 4.205603 0.00 -0.04 0.02
H 2.378120 1.685571 2.929047 0.10 -0.46 -0.05
C 1.478663 1.431713 -4.440525 0.03 -0.75 -1.94
C 1.819652 0.790582 -5.739554 0.38 1.24 1.91
N 2.078162 0.254572 -6.705195 0.32 -0.92 -1.53
H 0.681783 0.731887 -4.188918 -0.25 0.62 1.14
H 1.123581 2.428537 -4.702006 -0.21 -0.05 0.50
H 2.341661 1.443087 -3.774798 -0.27 -0.16 0.00
C -1.373148 4.640421 -0.062344 0.35 0.88 0.67
S -2.397935 5.965293 -0.767727 2.05 0.50 -0.10
O -1.457242 6.469170 -1.853529 -1.17 -0.06 0.67
C -2.222087 7.127418 0.670137 -0.03 0.34 -0.31
H -1.155663 3.872611 -0.804817 -0.68 -0.06 0.16
H -1.752475 4.363594 0.921306 -0.33 -0.71 -0.32
H -0.419302 5.121892 0.153193 0.06 0.28 -0.15
H -3.011484 7.877806 0.626803 -0.40 -0.40 0.04
H -1.326752 7.742396 0.579208 0.40 -0.55 -0.35
H -2.193565 6.622034 1.635476 -0.25 -0.13 -0.17
C -3.996603 -2.280140 -2.405407 1.27 -0.36 -0.45
S -2.832510 -1.169820 -3.345951 -1.24 1.40 0.91
O -2.768857 0.068033 -2.431865 0.19 -1.72 -0.98
C -1.218376 -1.953631 -3.221442 0.35 -0.26 1.54
H -4.977029 -1.803869 -2.411205 0.25 0.10 -0.09
H -3.631304 -2.455480 -1.393518 0.00 0.35 0.06
H -4.041270 -3.261963 -2.876721 -0.14 0.07 -0.25
H -1.073764 -2.925768 -3.692739 -0.38 0.17 -0.24
H -1.033807 -2.046719 -2.151222 -0.17 -0.39 0.07
H -0.420010 -1.262553 -3.491863 -0.44 0.23 -0.66
C -6.269178 3.670608 -1.163936 -1.29 -0.45 0.41
S -4.693219 3.059810 -0.399372 0.74 0.77 0.69
O -4.526988 3.555091 1.042133 -0.73 -0.72 -1.80
C -5.074992 1.264315 -0.319647 -0.41 0.89 -0.11
H -6.420918 4.739052 -1.317259 1.13 0.19 0.31
H -7.152852 3.412919 -0.580147 0.18 -0.32 0.58
H -6.513599 3.232566 -2.131655 0.80 -0.37 -0.16
H -4.193728 0.631117 -0.217038 0.23 0.52 0.12
H -5.520154 1.008776 -1.281226 -0.32 -0.10 0.20
H -5.726475 1.196106 0.551571 -0.25 -0.36 -0.28
C 6.012582 -2.703769 1.270645 0.07 -0.69 1.01
S 4.876772 -3.272106 -0.027535 -0.42 2.78 -0.37
O 3.571122 -2.445059 0.152032 1.77 -1.37 -0.46
C 5.831226 -2.358233 -1.345965 -0.33 0.15 -0.20
H 5.878826 -1.668071 1.582936 -0.28 0.12 -0.53
H 7.061328 -2.885115 1.035382 -0.13 -0.01 -0.43
H 5.829374 -3.314288 2.154849 -0.26 -0.02 0.08
H 5.530306 -1.310598 -1.349456 -0.26 0.00 0.48
H 5.603884 -2.686934 -2.360060 -0.02 -0.48 0.20
H 6.906888 -2.371354 -1.170290 -0.12 -0.40 0.05
C -2.086865 1.697993 2.786686 -1.52 -1.93 -0.01
S -2.982906 0.569140 4.006466 0.00 1.98 0.84
O -3.121312 1.480425 5.223093 -0.12 -1.42 -1.24
C -4.684070 0.516038 3.234895 0.15 1.01 -0.52
H -2.616043 2.649857 2.831797 0.49 0.08 0.12
H -2.305157 1.198811 1.842624 0.04 0.27 -0.39
H -1.011374 1.594523 2.930554 -0.24 0.44 0.44
H -5.430710 0.047055 3.875734 0.47 -0.07 0.31
H -4.783426 0.099575 2.232498 0.66 -0.64 0.09
H -4.984994 1.546292 3.044884 0.05 0.30 0.46
C -4.222435 -3.186816 3.124267 -0.30 0.18 -0.53
C -3.727340 -3.406245 1.667937 -0.55 0.35 0.98
O -4.454499 -3.824544 0.786812 0.90 0.30 0.60
C -2.297383 -2.910815 1.466784 -0.39 -1.19 -0.14
H -4.151850 -4.038017 3.801454 0.16 -0.38 -0.41
H -5.274523 -2.903923 3.090052 -0.02 -0.04 -0.03
H -3.661629 -2.397617 3.625017 0.08 0.13 -0.20
H -2.330844 -1.833595 1.303776 0.18 0.03 -0.04
H -1.848301 -3.471306 0.646852 0.00 0.37 -0.31
H -1.714925 -3.147526 2.357188 0.00 0.34 0.09
C 2.620281 -2.806937 -3.743414 0.98 0.81 -0.20
C 3.646189 -1.674465 -4.109755 0.72 -0.26 0.61
O 3.792906 -0.660648 -3.427736 -0.63 -1.50 -0.97
C 4.516570 -1.934718 -5.351327 0.00 0.37 0.07
H 2.761192 -3.207073 -2.739356 0.15 0.55 0.28
H 2.754894 -3.680911 -4.380710 -0.34 0.30 -0.39
H 1.631118 -2.352921 -3.802725 -0.11 -0.30 -0.13
H 5.290318 -1.177154 -5.475870 -0.31 0.27 0.13
H 3.894828 -1.951208 -6.246461 -0.23 0.21 0.01
H 5.053907 -2.882041 -5.395356 -0.30 -0.33 0.61
C -3.394754 5.197307 -4.019907 -0.48 0.31 -0.71
C -3.211200 3.821323 -4.606084 -0.03 -0.44 -1.06
O -3.346155 3.556871 -5.800346 0.06 0.77 1.36
C -2.823317 2.693458 -3.681333 -0.08 -0.38 -0.36
H -2.469195 5.771517 -4.061568 0.26 -0.30 0.51
H -3.807677 5.160504 -3.011823 0.34 -0.01 0.05
H -4.060694 5.805308 -4.632245 -0.25 -0.28 -0.18
H -3.402450 2.611845 -2.761525 -0.06 0.21 -0.13
H -1.778935 2.747797 -3.374061 0.14 0.24 -0.01
H -2.944042 1.782576 -4.267696 0.05 0.01 0.22
C -0.695770 0.942548 -0.500542 0.80 -0.04 -0.50
C 0.244110 0.082718 0.285725 0.23 0.80 2.49
O 0.556247 0.440137 1.439213 -0.14 -0.79 -2.20
C 0.610976 -1.283790 -0.232385 0.13 0.20 0.78
H -0.622935 1.986081 -0.194232 -0.34 -0.28 0.35
H -1.672315 0.477811 -0.364586 -0.24 0.41 -0.08
H -0.498468 0.911675 -1.572091 -0.06 -0.21 -0.06
H 1.206090 -1.791006 0.526998 0.17 0.05 -0.15
H 1.159841 -1.244996 -1.173311 -0.14 -0.06 -0.08
H -0.326501 -1.832623 -0.322028 0.00 -0.06 -0.30
C 2.518903 -5.021285 4.890572 2.29 0.40 -1.28
C 3.476379 -4.057446 4.106466 -2.07 2.28 1.24
O 4.615171 -3.827891 4.428357 0.16 -0.79 -0.35
C 2.718145 -3.123181 3.120858 0.95 -0.91 0.32
H 1.682369 -4.484382 5.337834 0.11 -0.09 -0.15
H 3.201117 -5.486918 5.601809 -0.57 -0.28 0.23
H 2.226633 -5.714865 4.102148 -0.50 -0.35 0.47
H 2.034313 -2.462662 3.653949 -0.17 -0.29 0.31
H 2.156608 -3.795125 2.471815 -0.13 0.46 -0.38
H 3.414356 -2.472191 2.592072 -0.11 -0.35 -0.23
C 0.716635 -5.948344 1.371180 1.46 0.57 0.54
C 1.736390 -6.120096 0.233325 -1.72 -0.21 -0.45
O 2.569113 -6.989719 0.246158 0.05 0.59 -0.30
C 1.447923 -5.098975 -0.887277 -0.26 -0.71 0.09
H 1.339464 -6.100244 2.252722 -0.36 -0.09 0.32
H -0.157103 -6.594311 1.457317 0.20 -0.13 -0.56
H 0.429303 -4.897219 1.345042 -0.38 -0.06 0.25
H 1.910546 -4.137940 -0.662572 0.45 -0.02 -0.16
H 0.377582 -4.893624 -0.869596 -0.16 -0.05 0.14
H 1.627162 -5.496671 -1.886177 0.67 0.16 0.10
C 2.012273 4.304195 4.227170 -0.75 0.91 -0.43
C 1.558834 4.705195 2.808669 -0.82 3.42 -1.12
O 1.061239 5.843319 2.594180 1.26 -3.35 0.76
C 1.764465 3.718661 1.656121 -0.17 -0.03 0.80
H 1.815902 5.159402 4.873827 -0.03 0.10 -0.14
H 3.079172 4.099856 4.316990 -0.11 -0.45 -0.29
H 1.367610 3.513954 4.611925 0.32 -0.41 -0.11
H 2.802160 3.388989 1.707287 -0.04 -0.37 0.00
H 1.543112 4.000493 0.626717 -0.02 0.84 0.34
H 1.068169 2.907304 1.868204 0.26 -0.53 0.04

=====

Entry 4:
27
Properties=species:S:1:pos:R:3:forces:R:3 method="wB97M-V/def2-TZVPD" largest_force_ev_per_a=4.574 homo_ev=-7.852 e_above_lowest_kj_mol=488.0 gap_ev=8.67 total_charge=0 e_tot_ha=-519.87508
C -1.876703 -1.788070 -1.261103 1.84 1.02 -0.57
C -0.954579 -0.574534 -1.528814 -0.04 2.05 0.29
C -1.709068 0.457188 -2.466697 0.48 -1.23 -0.49
C -0.732123 0.125125 -0.107089 0.17 -2.20 -0.80
O -0.966375 1.286361 0.122718 -0.10 -0.85 -0.46
C -0.195305 -0.932755 0.943699 -0.24 1.40 -2.00
C 0.031493 -0.495303 2.150425 0.14 1.34 1.23
C -0.068609 0.973893 2.583783 -1.80 -2.78 -0.61
C 1.053356 1.755515 2.041078 0.95 -3.45 -2.84
C 1.816170 1.235370 1.068021 0.66 0.73 1.59
C 2.628076 0.364577 0.454458 -1.90 3.03 1.58
N 2.721427 0.044043 -0.845039 -0.48 -0.67 -1.99
H -2.779590 -1.661345 -1.786445 -1.11 0.09 -0.72
H -2.054726 -1.646039 -0.234791 -0.76 -1.04 1.41
H -1.435097 -2.724567 -1.526998 0.21 -0.68 0.21
H 0.141473 -0.743073 -1.855978 -1.84 -0.22 0.07
H -1.811661 -0.021764 -3.510862 -0.01 0.82 1.56
H -1.019740 1.300821 -2.534695 -0.57 0.35 -0.23
H -2.740143 0.766334 -2.068798 1.67 -0.49 -0.48
H 0.255910 -1.886154 0.637144 -0.82 0.31 -0.21
H 0.534509 -1.151536 2.832318 0.17 -0.29 0.47
H -1.051151 1.397778 2.309511 0.57 -0.03 0.21
H 0.008446 0.942897 3.635286 0.02 0.34 1.49
H 0.961232 2.616910 2.568643 1.17 3.40 0.50
H 3.403707 -0.024523 1.024010 1.18 -0.93 1.26
H 3.644872 -0.195669 -1.128196 0.34 -0.11 -0.46
H 2.194201 0.578522 -1.515589 0.11 0.09 0.02